Entry 1:
A single C4H5Br molecule in a non-equilibrium geometry. Source: the OMol25 dataset; level of theory: ωB97M-V/def2-TZVPD.

Computed properties:
**2S+1**: 1
**Frontier orbital gap**: 9.809 eV
**SMILES**: C=CC(=C)Br
**F_max**: 5.6 eV/Å
**HOMO level**: -9.2 eV
**Energy**: -2729.349789 Ha
**LUMO**: 0.63 eV

```
10
Properties=species:S:1:pos:R:3:forces:R:3:nbo_charge:R:1
C 0.57114 -1.76189 -0.00206 -4.0 -3.9 -0.3 -0.35
C 0.65436 -0.45894 0.04411 -0.4 1.3 -0.4 -0.28
C -0.50037 0.56744 0.08566 1.4 -0.6 -0.5 -0.11
C -0.38149 1.89104 -0.02325 1.3 0.5 0.7 -0.39
Br -2.26848 -0.08586 0.23185 -0.1 -0.5 -0.2 0.05
H 1.33247 -2.55461 -0.04622 0.3 1.2 -0.1 0.21
H -0.47827 -2.33668 -0.09721 2.1 1.6 0.7 0.19
H 1.67872 -0.22280 -0.21731 0.0 1.5 0.6 0.23
H -1.20689 2.58497 -0.20117 0.1 -0.5 0.4 0.22
H 0.59881 2.37732 0.22561 -0.8 -0.6 -0.9 0.21
```
Forces are in eV/Å.

***

Entry 2:
11 unconnected molecules or ions with the total composition C5H32N2O11 in a non-equilibrium geometry. Source: the OMol25 dataset; level of theory: ωB97M-V/def2-TZVPD.

Computed properties:
**2S+1**: 1
**Frontier orbital gap**: 9.606 eV
**SMILES**: CN(C)CCNC=O.O.O.O.O.O.O.O.O.O.O
**F_max**: 8.5 eV/Å
**HOMO level**: -9.6 eV
**Energy**: -1146.689955 Ha
**LUMO**: 0.03 eV

```
50
Properties=species:S:1:pos:R:3:forces:R:3:nbo_charge:R:1
C -0.81268 2.28932 -0.66334 4.2 2.4 5.9 -0.42
N -0.07685 1.02889 -0.54370 2.5 3.1 -0.7 -0.50
C 1.30899 1.23275 -1.21088 -2.1 -2.0 3.0 -0.40
C -0.88553 -0.02083 -0.93154 -2.5 -4.0 -1.2 -0.25
C -1.13418 -1.16908 0.08175 3.8 -1.8 0.1 -0.21
N 0.16998 -1.78815 0.69759 -3.2 -3.4 -7.1 -0.63
C 0.99767 -2.49660 -0.20318 -3.2 1.4 1.2 0.55
O 2.18642 -2.52427 -0.11088 1.3 -0.6 -0.4 -0.61
H -1.30547 2.48687 0.30528 -0.8 -0.6 -0.5 0.23
H -1.48159 2.43866 -1.39434 -1.7 0.4 -2.9 0.17
H -0.08136 3.21325 -0.44907 -1.1 -1.9 -1.5 0.21
H 1.79734 1.95799 -0.61861 0.8 0.3 1.2 0.21
H 1.36954 1.66946 -2.12625 -0.9 0.9 -3.2 0.19
H 1.81163 0.28872 -1.22569 0.5 -0.5 0.2 0.20
H -0.62368 -0.54178 -1.89843 0.1 0.7 0.7 0.20
H -1.96213 0.23851 -1.04858 0.7 0.6 -0.4 0.21
H -1.58194 -0.89532 0.96196 -1.6 1.3 1.9 0.20
H -1.71048 -2.02143 -0.30781 0.2 0.5 -0.3 0.21
H 0.60178 -1.36123 1.38073 2.8 3.1 4.2 0.37
H 0.30607 -2.98847 -0.97567 1.3 0.3 0.7 0.09
O -3.06103 1.09389 -3.16360 -2.4 -0.2 0.6 -0.95
H -2.55491 1.74181 -2.72185 1.4 0.9 0.0 0.46
H -2.54880 0.63360 -3.78823 1.3 -0.7 -1.1 0.49
O 0.36211 -0.98542 4.59518 2.4 2.1 -4.3 -0.97
H -0.21630 -1.68765 4.75149 -1.5 -1.7 0.1 0.47
H 0.67101 -1.00581 3.53403 -1.2 -0.5 4.6 0.48
O 0.44975 1.57848 2.32690 -0.2 -0.2 -1.2 -1.01
H 0.71999 0.92024 2.97814 0.5 -0.4 -0.8 0.49
H 0.34363 1.27207 1.36833 0.3 -0.3 1.4 0.52
O 2.44312 -0.86695 3.17840 -2.1 0.5 -6.3 -0.95
H 3.12516 -1.11088 2.55379 0.2 -0.1 -0.1 0.49
H 2.74535 -0.90546 3.99701 2.2 -0.4 5.9 0.48
O -1.32452 2.13989 4.40129 0.5 -2.1 -2.5 -0.96
H -2.03159 2.41466 3.79108 0.0 0.4 0.7 0.46
H -0.81740 1.60270 3.65747 -1.1 1.6 2.4 0.48
O 2.60525 -4.11784 -2.67669 -1.6 -2.2 -3.8 -0.95
H 2.95670 -3.76805 -1.93165 1.6 1.9 3.8 0.48
H 2.04964 -3.45729 -3.09044 0.1 0.4 0.1 0.47
O -3.63233 2.79424 -0.91042 0.4 -4.8 3.2 -0.94
H -3.70403 3.49727 -1.44687 -0.6 3.6 -3.4 0.47
H -3.58399 1.93798 -1.39276 -0.7 1.3 0.4 0.48
O 0.60086 -0.39189 -4.80833 -2.8 -0.9 1.7 -0.94
H 1.43078 -0.21230 -5.11661 3.3 1.1 -1.9 0.46
H 0.83370 -0.81108 -3.96995 -0.6 -0.2 0.2 0.47
O 0.05367 -2.75190 -3.33175 0.2 -0.2 1.3 -0.98
H 0.04980 -2.94835 -4.26510 -0.1 -0.5 -0.4 0.50
H 0.10590 -3.57242 -2.78906 -0.1 0.6 -1.1 0.49
O -0.01060 4.04020 3.11264 0.0 1.8 -0.2 -0.98
H 0.59602 3.36768 2.83068 0.3 -0.6 -0.2 0.48
H -0.18946 3.84013 4.03091 -0.2 -0.2 0.2 0.48
```
Forces are in eV/Å.

***

Entry 3:
2 unconnected molecules or ions with the total composition C5H12NO in a non-equilibrium geometry. Source: the OMol25 dataset; level of theory: ωB97M-V/def2-TZVPD.

Computed properties:
**2S+1**: 1
**Frontier orbital gap**: 5.601 eV
**F_max**: 5.7 eV/Å
**HOMO level**: -14.1 eV
**Charge**: +1
**Energy**: -327.219231 Ha
**LUMO**: -8.53 eV

```
19
Properties=species:S:1:pos:R:3:forces:R:3:nbo_charge:R:1
C 0.66768 0.64367 -1.76153 1.5 -0.9 -0.4 -0.62
C 1.30476 0.54187 -0.37695 -0.8 0.8 0.7 -0.48
C 0.69934 -0.46616 0.55926 1.6 -0.7 -1.3 0.21
C 1.12740 -0.71511 1.83939 0.4 -1.5 -1.9 -0.20
C -1.65124 -0.76281 -0.24321 1.2 -5.5 -0.1 -0.08
N -0.28629 -1.28355 0.05247 -3.0 2.7 1.9 -0.40
H -0.38638 0.85865 -1.79792 -0.3 0.0 0.1 0.22
H 0.96109 -0.28151 -2.26798 -0.7 -0.2 -0.2 0.22
H 1.19037 1.37702 -2.37364 -0.1 0.4 0.3 0.25
H 1.11353 1.49091 0.14657 0.6 0.0 -0.1 0.27
H 2.37334 0.32094 -0.46384 -0.1 0.3 0.1 0.26
H 2.19363 -0.60295 2.00123 -0.3 1.0 1.0 0.25
H 0.52134 -1.38382 2.43342 0.2 0.0 0.4 0.21
H -2.07653 -1.19169 -1.16297 0.0 2.2 -1.0 0.26
H -2.24354 -1.33623 0.48411 -0.4 0.6 0.2 0.19
H -0.44712 -2.06147 0.69951 0.1 0.4 0.5 0.41
H -2.12810 2.21448 1.11074 -0.2 -0.4 -0.2 0.51
H -1.57635 0.89628 0.34616 -0.6 0.3 -0.1 0.42
O -1.35692 1.74151 0.77520 0.9 0.4 0.3 -0.89
```
Forces are in eV/Å.

***

Entry 4:
A single C4H7NO molecule. Source: the OMol25 dataset; level of theory: ωB97M-V/def2-TZVPD.

Computed properties:
**2S+1**: 1
**Frontier orbital gap**: 9.576 eV
**F_max**: 0.5 eV/Å
**HOMO level**: -8.7 eV
**Energy**: -286.416523 Ha
**LUMO**: 0.92 eV

```
13
Properties=species:S:1:pos:R:3:forces:R:3:nbo_charge:R:1
C -1.67396 -0.21749 0.12171 -0.3 -0.3 -0.2 -0.51
N -0.84847 1.30593 0.38006 -0.1 -0.5 0.1 -0.41
C -0.47563 0.39971 -0.59135 0.1 0.0 -0.2 -0.12
C 0.77991 -0.42591 -0.39202 0.0 0.1 -0.3 0.02
C 1.89762 0.18825 0.31036 0.3 0.2 -0.1 -0.10
O 1.06557 -0.76873 0.95335 0.0 -0.1 0.1 -0.49
H -1.37553 -1.20394 0.48784 -0.1 0.3 0.2 0.25
H -2.61499 -0.14849 -0.41174 0.1 0.0 0.1 0.23
H -1.68047 0.37837 1.12015 -0.1 0.3 0.0 0.36
H -0.68242 0.64984 -1.64116 0.0 -0.1 0.1 0.19
H 0.93875 -1.24204 -1.09947 0.1 0.2 0.0 0.19
H 2.91713 -0.12351 0.09671 -0.1 0.0 0.1 0.18
H 1.75250 1.20801 0.66556 0.1 -0.1 0.0 0.20
```
Forces are in eV/Å.